# 1
# C4H7NO3

2 unconnected molecules or ions with the total composition C4H7NO3 in a non-equilibrium geometry (wB97M-V/def2-TZVPD, the OMol25 dataset).

```
15
Properties=species:S:1:pos:R:3:forces:R:3
H 1.576063 -1.981177 -1.942380 -0.10 0.27 0.27
O 0.932353 -1.275616 -2.104273 -0.66 -0.04 -0.07
N 0.564786 1.950193 -0.816372 0.17 0.18 0.17
H -2.098961 1.421889 1.170504 0.03 0.06 0.22
H 0.731296 -1.273813 1.650268 0.13 0.01 -0.14
C 1.092623 -0.304696 -1.203573 1.20 0.97 -0.71
H -0.777371 -2.002973 2.404704 -0.20 0.06 0.02
C -0.342933 -1.256311 1.754042 0.49 -0.28 -0.01
H 1.504082 1.870004 -0.417504 -0.26 -0.09 0.01
C -1.065932 -0.391809 1.116033 -0.69 0.37 0.48
O 1.939770 -0.296285 -0.349559 -0.28 -0.14 0.44
H -0.109981 1.915038 -0.045428 0.33 -0.23 -0.22
H -2.413667 0.352703 -0.287369 0.10 -0.01 -0.21
C -1.883948 0.506050 0.640775 -0.07 -0.32 -0.18
O 0.351821 0.766804 -1.569867 -0.18 -0.84 -0.07
```
Forces are in eV/Å.

The calculation puts the frontier orbital gap at 10.7083 eV. As for the HOMO energy: -10.0448 eV. The calculation puts the largest force on an atom at 0.033 Eh/bohr. As for the multiplicity: 1. The value obtained for the LUMO energy is 0.66 eV. As for the SMILES: NOC(=O)O.C=C=C. For the electronic energy, the calculation gives -11891.0808 eV.

Results of the Löwdin charge analysis, in e, for atoms 1 through 2: 0.14, 0.15

# 2
# C46H40CuNO3P2

A molecular structure, C46H40CuNO3P2 (wB97M-V/def2-TZVPD, the OMol25 dataset).

```
93
Properties=species:S:1:pos:R:3:forces:R:3
H 6.474658 4.745223 -2.395166 0.02 0.01 0.00
H -0.712838 -0.164173 -2.243901 0.02 0.00 0.02
C 1.297192 2.602049 0.076183 -0.02 0.12 -0.07
O -2.126927 -4.264992 1.218879 -0.02 -0.08 -0.03
C 2.464686 -2.987710 1.859843 -0.07 -0.05 -0.05
C -3.229479 3.268509 3.038895 0.01 -0.01 -0.01
N 2.509100 1.897210 -0.309808 0.00 -0.06 0.19
H -5.031445 -1.324662 5.731200 0.00 0.01 0.01
C -1.242606 3.176506 -2.036448 0.00 0.04 0.01
H -4.701732 2.875557 1.525931 -0.01 0.01 0.01
H -4.491553 -4.156692 0.542172 0.01 0.01 0.01
H 1.115368 3.393688 -0.649960 0.02 0.00 0.05
C -1.416071 1.075939 -3.843486 -0.01 0.02 0.02
C -5.562272 -3.669334 -1.254150 0.03 0.04 -0.01
C 3.097670 -3.831014 2.765084 -0.01 0.00 -0.01
H -1.543452 3.525256 4.341249 0.00 0.01 0.00
H -1.486230 0.251146 -4.540176 0.00 0.00 -0.01
C -0.876493 1.891368 -1.634292 0.08 0.02 -0.03
H -6.304999 -0.719225 3.697918 -0.01 0.01 0.00
H 5.338751 -3.106610 -3.104590 0.00 0.00 0.00
H 6.182373 -2.430579 2.759926 0.01 0.00 0.01
C 4.049451 -2.130173 -1.701484 0.06 -0.01 0.01
H 4.727915 0.969883 -1.410751 0.00 -0.03 0.00
C 5.140022 -2.584510 2.513167 -0.04 -0.02 0.00
C 3.182969 -0.609839 -3.853910 0.02 -0.02 -0.02
H 4.586558 -1.739047 -5.023042 0.00 0.00 -0.01
C 2.921257 0.820598 0.599179 0.01 0.16 -0.07
C 3.167142 -1.934430 1.281028 0.19 0.06 -0.01
C -4.634517 -3.436987 -0.253024 -0.03 -0.07 -0.01
C 5.719038 2.785263 -1.928494 0.04 0.01 -0.01
H 5.084772 -0.955707 1.136357 0.02 0.02 0.01
P -0.213965 1.522623 0.022119 -0.07 -0.44 0.00
C 4.587489 -2.340114 -2.965071 0.00 0.00 0.02
C -3.650918 2.854728 1.783394 0.02 -0.01 -0.02
C -4.947697 -1.606586 -2.308886 0.03 0.03 0.02
C 4.427277 -3.626386 3.096729 0.02 0.01 0.00
C 3.078969 -1.153181 -1.502167 0.02 0.03 0.02
C -0.958902 2.754836 2.433091 0.00 -0.01 0.03
C -3.341526 -2.057810 4.628169 -0.02 0.01 0.00
H 6.568524 2.263966 -2.350890 0.00 -0.01 -0.01
C 3.563915 2.686122 -0.835205 -0.03 -0.04 -0.04
C -1.785069 -3.171967 0.790597 0.18 -0.21 0.04
C -1.369516 2.353218 1.161750 0.00 0.04 -0.06
H 1.380248 3.078039 1.063656 0.02 -0.06 0.01
C -3.857836 -2.280829 -0.267289 0.08 0.01 0.05
C 4.684376 2.049783 -1.381707 -0.02 0.01 -0.01
H -6.159659 -4.571299 -1.230107 -0.01 -0.01 0.00
C -5.723465 -2.752891 -2.287187 -0.02 -0.03 0.01
H -3.948890 3.620927 3.765445 -0.01 0.00 0.02
C -4.017710 -1.368736 -1.302112 -0.06 -0.04 0.00
H 4.508784 5.889431 -1.416422 -0.01 0.01 0.00
H -1.191027 3.998941 -1.331205 0.01 0.00 0.00
H -2.119664 2.539521 -5.240907 -0.01 0.00 0.00
C 4.565368 4.808391 -1.416287 0.00 0.03 0.01
O -2.215515 -0.764541 0.620598 -0.08 -0.03 0.06
C 4.513280 -1.746475 1.606678 -0.03 -0.02 0.03
H -2.269443 -0.253588 1.437383 -0.08 -0.01 -0.01
H -5.333717 -1.118178 1.468446 -0.01 0.00 -0.01
C 4.163066 -1.576739 -4.040763 -0.02 0.02 0.02
H -6.450698 -2.935262 -3.067710 0.00 0.00 -0.02
H 2.838731 -0.014536 -4.689668 0.00 0.01 -0.01
C -2.851722 -2.044348 0.852536 -0.15 0.31 -0.02
H 4.916458 -4.282535 3.804839 0.00 -0.01 0.01
C -5.317962 -1.155087 3.611953 0.02 -0.01 0.00
C -1.773451 2.356831 -4.232052 0.01 -0.01 0.01
H -5.061234 -0.885954 -3.109170 -0.01 0.00 -0.01
H 2.697111 4.616537 -0.412426 -0.01 0.03 0.00
C -3.509615 -1.951364 2.223539 0.03 -0.01 -0.02
C -4.771741 -1.380230 2.356215 -0.01 0.00 -0.01
C -1.691349 3.408559 -3.325044 0.01 -0.02 0.00
H 4.007279 0.799793 0.651104 0.00 0.03 0.00
H 2.545155 -4.649986 3.206240 0.00 -0.01 0.00
P 2.289739 -0.854477 0.116261 -0.04 -0.20 -0.19
C -4.603504 -1.493008 4.751512 0.00 0.00 -0.01
H 1.870917 0.347476 -2.465431 0.00 -0.01 0.01
H -2.780932 -2.330825 5.512590 0.01 -0.01 0.01
H -3.421950 -0.467996 -1.319123 0.04 0.02 0.00
H 0.084144 2.694452 2.719733 0.00 -0.01 0.00
H 4.388045 -2.737348 -0.872171 -0.01 0.00 0.00
H -1.977654 4.408108 -3.624931 0.00 0.00 0.00
C 3.524564 4.080555 -0.852142 0.03 -0.03 0.01
C 2.636772 -0.407484 -2.598162 -0.05 0.02 0.02
C -2.798552 -2.286825 3.373208 0.00 -0.01 -0.02
H 1.429925 -3.162553 1.578843 -0.01 0.03 0.03
Cu 0.043098 -1.025616 0.124462 0.27 0.23 0.05
C 5.668628 4.173440 -1.957270 -0.04 -0.04 0.01
H -3.074916 2.071274 -0.120807 0.01 0.00 0.00
C -0.972294 0.845561 -2.546714 -0.07 -0.04 -0.01
H 2.570617 1.009268 1.623790 -0.07 0.03 -0.05
C -2.729441 2.402639 0.850598 -0.04 0.03 0.02
O -0.650443 -2.873987 0.285900 -0.13 0.16 0.07
H -1.827657 -2.755587 3.282824 0.02 0.00 0.00
C -1.881170 3.216834 3.360494 0.00 0.00 0.00
```
Forces are in eV/Å.

The calculation puts the frontier orbital gap at 7.7702 eV. As for the HOMO energy: -7.3241 eV. The calculation puts the largest force on an atom at 0.009 Eh/bohr. As for the multiplicity: 1. The value obtained for the LUMO energy is 0.45 eV. For the electronic energy, the calculation gives -119202.7134 eV.

Results of the Löwdin charge analysis, in e, for atoms 1 through 2: 0.10, 0.09

# 3
# C40H42KN8O2S

A molecular structure, C40H42KN8O2S in a non-equilibrium geometry (wB97M-V/def2-TZVPD, the OMol25 dataset).

```
94
Properties=species:S:1:pos:R:3:forces:R:3
N 5.627637 -0.248743 3.639767 0.03 0.20 0.13
H 0.401653 -2.229329 -2.950446 0.00 -0.02 -0.05
H -3.544790 3.971304 2.593936 0.03 -0.03 0.03
O 0.391305 -1.676775 -0.667817 -0.12 -1.41 -0.72
C 4.509659 0.189452 -2.377315 -0.28 0.15 0.05
C 5.659225 -0.563085 -2.259624 0.02 -0.05 0.03
C -1.138469 4.016853 -2.598381 0.05 -0.04 -0.08
H -5.076342 5.779127 0.954631 -0.05 0.02 0.00
N -0.455189 1.740821 2.220576 -0.45 0.37 0.39
C -3.390336 -1.943115 -3.365747 0.19 0.04 -0.09
H -3.943021 -5.867180 0.481151 -0.02 -0.01 -0.02
H 2.660686 -1.248974 0.086931 0.06 -0.02 -0.04
C 0.526921 -0.855049 3.333284 0.07 0.00 0.38
C -1.892493 -4.354326 -1.613740 -0.10 -0.04 0.12
H 2.163416 0.445830 3.904193 0.08 0.03 -0.08
C 5.712719 1.607562 5.612787 -0.02 -0.06 -0.12
C -2.280879 -4.816234 -0.397555 -0.12 -0.13 -0.35
N 2.074804 1.424085 -2.545688 0.82 -0.62 -0.12
H -3.475717 0.070579 -4.190953 0.03 0.07 0.03
H 1.138218 2.579976 -4.645119 0.03 0.00 0.01
N -1.174802 -2.818016 -4.134731 0.00 0.00 0.06
N -3.036297 0.187530 -2.156626 0.09 0.15 0.09
C 6.091796 -0.617082 4.859961 0.08 0.00 0.16
H 6.506411 -0.002077 6.847220 0.03 -0.06 -0.03
C 0.581306 1.701552 3.222485 0.22 0.18 0.30
H 0.177732 1.837248 4.237205 0.00 0.01 -0.03
C -0.614265 -2.381407 1.963367 0.00 0.02 0.35
C 0.575729 2.825789 -3.755231 0.15 -0.20 0.07
C 0.937966 2.250872 -2.537219 -0.79 0.64 0.11
H -0.412628 -0.602450 3.842742 0.01 -0.06 0.00
C 5.254299 1.961100 4.379754 0.04 -0.01 0.20
C 3.508339 -1.061750 -0.562883 -0.25 0.19 -0.18
C -3.595557 3.375993 1.686406 0.11 -0.12 -0.14
H -6.420170 4.794102 0.364135 0.00 0.02 0.00
C 1.384326 0.402693 3.142950 -0.31 0.02 0.16
H -5.384027 3.200694 -1.166932 -0.02 -0.02 0.01
H 6.417725 -1.641279 4.968492 -0.05 -0.02 -0.07
H -2.215451 -4.874643 -2.507540 -0.03 -0.02 0.03
S 4.667569 1.326500 1.767638 -0.04 0.10 -0.10
H 6.635548 -2.167689 -1.219862 -0.01 0.00 -0.01
H -1.860412 -0.453585 -3.705482 -0.01 0.08 -0.08
H 6.504784 -0.362554 -2.904075 0.00 0.01 0.01
C -1.578124 2.257336 2.481250 0.10 0.08 0.24
C -0.487276 3.711147 -3.783643 -0.07 0.04 0.05
H -1.954803 4.725558 -2.572050 0.00 0.00 0.04
H -0.652170 -2.484945 -4.926726 0.03 0.04 -0.01
H 4.719000 -2.619119 0.264539 -0.01 0.02 0.01
H 4.925213 2.965201 4.159251 0.01 0.01 0.00
H 5.760264 2.339219 6.408833 -0.03 0.04 -0.03
H -2.385958 -0.041350 -1.385086 -0.01 -0.02 0.05
C -3.738774 1.901898 -0.652752 0.17 0.00 0.29
H -3.596514 -6.320422 -1.194131 -0.01 -0.01 0.01
C -4.643462 2.968292 -0.407228 0.03 -0.01 0.00
C -0.696663 3.404222 -1.432755 -0.10 0.06 -0.02
H -1.163510 3.632358 -0.479976 0.00 0.00 -0.03
H -4.507938 1.534106 -2.629815 0.01 -0.01 -0.02
C -2.917083 -0.482834 -3.434652 -0.13 -0.23 -0.06
C -3.146287 -6.036439 -0.244451 0.11 0.04 0.07
K 0.367207 0.389679 0.293337 1.14 0.99 -0.16
C -4.609422 3.689194 0.749063 -0.13 0.10 -0.01
H -1.224210 -2.684236 2.828970 0.05 0.01 0.01
C 5.198250 1.014815 3.315373 -0.07 -0.11 -0.18
C 6.144584 0.282541 5.871568 -0.01 0.04 0.06
N 0.302774 2.534201 -1.396898 0.31 -0.04 -0.18
H -5.947079 4.728845 2.065530 -0.06 0.02 -0.02
C -0.412583 -2.612764 -0.559701 -0.04 -0.15 -0.42
O -1.951458 0.568513 0.148482 -1.10 0.03 -0.17
C -0.543482 -2.767390 -2.958353 0.05 0.03 0.02
H 1.056790 -1.566593 3.975067 0.00 0.03 -0.02
C -2.720842 1.551579 0.320734 -0.39 0.05 -0.11
C 3.420573 -0.058750 -1.531089 0.85 -0.58 -0.06
H -2.552409 -6.881217 0.111951 -0.05 -0.02 0.01
H 5.603252 -0.912278 2.879319 0.00 -0.04 -0.04
C -2.629947 -2.877361 -4.319738 -0.14 0.02 0.13
H 1.875697 0.333999 2.168279 0.29 0.03 0.42
C 5.732262 -1.577923 -1.309724 -0.02 0.00 0.02
H -3.268667 -2.301807 -2.345193 -0.07 0.02 0.03
H -0.785363 4.178960 -4.712913 0.00 -0.02 -0.01
N 0.280023 -1.495014 2.059501 -0.06 -0.42 0.06
N 2.230456 0.676571 -1.562628 -0.47 0.79 -0.34
H -4.451580 -2.005485 -3.608457 -0.01 -0.05 0.04
C -0.950610 -3.070602 0.719592 -0.03 -0.18 -0.04
C -5.571053 4.809640 1.045120 0.12 -0.05 -0.01
C -0.978946 -3.264244 -1.745928 0.00 0.10 0.15
H 4.432132 0.987659 -3.101935 0.04 0.00 -0.01
H -2.203881 -4.438643 1.724766 0.00 0.03 0.02
H -1.794635 2.699197 3.466509 0.04 -0.06 0.01
H 1.263854 2.535064 3.022858 0.00 -0.02 0.04
H -3.000736 -3.892689 -4.190594 0.00 0.00 -0.07
C -2.653443 2.397167 1.494273 -0.11 0.01 -0.07
H -2.824206 -2.596068 -5.354225 0.07 -0.02 -0.03
C -3.801167 1.210710 -1.868458 0.00 -0.11 -0.11
C -1.824547 -4.118136 0.758261 0.15 0.29 0.03
C 4.657546 -1.825691 -0.469980 0.10 -0.10 0.00
```
Forces are in eV/Å.

The calculation puts the frontier orbital gap at 6.6346 eV. As for the HOMO energy: -9.4836 eV. The calculation puts the largest force on an atom at 0.031 Eh/bohr. As for the multiplicity: 1. As for the total charge: +1. The value obtained for the LUMO energy is -2.85 eV. For the electronic energy, the calculation gives -85332.3381 eV.

Results of the Löwdin charge analysis, in e, for atoms 1 through 2: 0.04, 0.15

# 4
# C6H17N2O2Si

A gas-phase ion, C6H17N2O2Si (charge +1) in a non-equilibrium geometry (wB97M-V/def2-TZVPD, the OMol25 dataset).

```
28
Properties=species:S:1:pos:R:3:forces:R:3
H -2.332409 1.025128 -0.843693 -0.03 0.84 0.50
H -0.339415 3.500617 -1.009640 -0.02 0.62 -1.35
H 2.501889 0.423826 1.787167 1.22 0.62 -2.37
H 0.556912 -2.962332 -2.290336 0.21 -1.22 -0.68
O 1.011911 -1.834257 -0.837188 -0.22 2.86 2.36
H 1.765718 2.249874 -0.238358 -1.26 0.12 0.01
H -2.860655 -2.070590 -0.024904 0.74 0.82 0.40
O -0.154320 -0.221853 0.723910 0.83 1.05 0.55
C 0.227939 0.937390 0.344842 -3.04 5.80 0.08
C -0.561039 3.333373 0.006999 -1.41 -0.45 2.05
H 1.876092 -3.644107 -1.115801 -0.59 0.88 -1.38
H -2.425512 0.683914 0.757567 0.22 -1.75 1.98
C -1.893137 -2.166644 -0.553562 -0.45 -1.43 -0.87
H 2.198307 -2.347400 -2.404543 -0.03 -0.12 0.43
N 1.470266 1.427133 0.271390 0.13 -1.40 -0.52
H 0.021446 -2.735926 1.485772 -0.03 1.18 -1.18
H -3.004996 2.191486 0.364210 1.50 -0.06 -0.31
C -2.145441 1.484465 0.172001 -3.20 -0.02 -2.95
H 0.321346 3.471619 0.621748 -0.11 1.40 0.23
H -1.990208 -3.342108 -0.599134 0.75 1.99 -0.68
H 3.505441 1.266774 0.318012 0.18 -0.40 0.59
N -0.841050 1.966437 0.274704 3.88 -4.92 0.44
Si -0.184430 -1.801117 0.240507 -1.69 -2.49 0.16
H 2.630072 -0.368949 0.099510 0.35 1.75 0.71
C 1.450622 -2.761474 -1.713935 0.74 -2.46 -0.83
H -1.565472 3.743682 0.378960 2.10 0.76 -0.70
H -2.074644 -1.652397 -1.581644 0.57 -1.21 1.58
C 2.658831 0.657826 0.628928 -1.32 -2.75 1.74
```
Forces are in eV/Å.

The calculation puts the frontier orbital gap at 10.2533 eV. As for the HOMO energy: -13.1878 eV. The calculation puts the largest force on an atom at 0.127 Eh/bohr. As for the multiplicity: 1. As for the total charge: +1. The value obtained for the LUMO energy is -2.93 eV. As for the SMILES: CNC(O[Si@@H](C)OC)=[N+](C)C. For the electronic energy, the calculation gives -21444.3093 eV.

Results of the Löwdin charge analysis, in e, for atoms 1 through 2: 0.12, 0.09

Q: Among the records above, which one has the lowest largest force on an atom?
A: C46H40CuNO3P2

Q: electronic energy of number 3 (C40H42KN8O2S)?
A: -85332.3381 eV

Copy entry 1 word for word.
# C4H7NO3

2 unconnected molecules or ions with the total composition C4H7NO3 in a non-equilibrium geometry (wB97M-V/def2-TZVPD, the OMol25 dataset).

```
15
Properties=species:S:1:pos:R:3:forces:R:3
H 1.576063 -1.981177 -1.942380 -0.10 0.27 0.27
O 0.932353 -1.275616 -2.104273 -0.66 -0.04 -0.07
N 0.564786 1.950193 -0.816372 0.17 0.18 0.17
H -2.098961 1.421889 1.170504 0.03 0.06 0.22
H 0.731296 -1.273813 1.650268 0.13 0.01 -0.14
C 1.092623 -0.304696 -1.203573 1.20 0.97 -0.71
H -0.777371 -2.002973 2.404704 -0.20 0.06 0.02
C -0.342933 -1.256311 1.754042 0.49 -0.28 -0.01
H 1.504082 1.870004 -0.417504 -0.26 -0.09 0.01
C -1.065932 -0.391809 1.116033 -0.69 0.37 0.48
O 1.939770 -0.296285 -0.349559 -0.28 -0.14 0.44
H -0.109981 1.915038 -0.045428 0.33 -0.23 -0.22
H -2.413667 0.352703 -0.287369 0.10 -0.01 -0.21
C -1.883948 0.506050 0.640775 -0.07 -0.32 -0.18
O 0.351821 0.766804 -1.569867 -0.18 -0.84 -0.07
```
Forces are in eV/Å.

The calculation puts the frontier orbital gap at 10.7083 eV. As for the HOMO energy: -10.0448 eV. The calculation puts the largest force on an atom at 0.033 Eh/bohr. As for the multiplicity: 1. The value obtained for the LUMO energy is 0.66 eV. As for the SMILES: NOC(=O)O.C=C=C. For the electronic energy, the calculation gives -11891.0808 eV.

Results of the Löwdin charge analysis, in e, for atoms 1 through 2: 0.14, 0.15

Q: Which formula does entry 3 have?
A: C40H42KN8O2S